C5H12N3 | wB97M-V/def2-TZVPD

```
20
Properties=species:S:1:pos:R:3:forces:R:3
H -1.98730 -0.79253 -2.24070 0.370 -0.301 -0.037
C 0.42020 -1.71571 1.62971 0.693 -0.457 0.187
H -1.36191 -2.11902 0.81619 -0.174 -0.259 -0.108
H -1.20697 2.52240 -0.18774 0.248 -0.022 0.302
H 2.35079 -0.06299 2.11471 -0.012 0.182 0.158
N -1.18729 0.61573 -1.01609 -0.674 -0.700 0.649
C -1.37696 0.09936 -2.15488 0.237 0.737 -0.079
H 2.51063 0.23506 0.36811 0.099 -0.093 0.134
C 1.82909 0.25484 1.22005 0.145 -0.301 -0.735
N 0.72920 -0.66974 0.93504 -0.551 0.336 -0.267
H 0.09475 -0.40081 0.17092 0.001 0.073 0.265
N -0.63385 -2.47736 1.41458 -0.129 0.363 -0.038
H 0.93434 1.70274 -2.26166 0.161 -0.166 0.180
H 0.87720 3.29552 -1.33238 -0.051 0.020 0.013
H 1.12661 -2.03156 2.39138 -0.131 0.037 0.101
H -0.97997 0.58008 -3.05350 -0.401 0.003 -0.166
H 1.43942 1.26620 1.25776 -0.057 0.012 0.436
C 0.46767 2.30877 -1.49539 -0.388 0.115 0.315
H -0.80757 -3.31182 1.95506 0.049 0.186 -0.032
C -0.61292 1.88925 -0.83295 0.564 0.235 -1.277
```
Forces are in eV/Å.

Results
Maximum force in eV/Å: 1.42
HOMO energy in Eh: -0.4781
Multiplicity: 1
Total charge: +1
E_tot in eV: -9842.500
Orbital gap in hartree: 0.3660